Here is a structure of composition C8H9NO7Pt from the OMol25 dataset. Energies are from ωB97M-V/def2-TZVPD.

Geometry (Å):
Pt  0.892  -0.192  -0.214
O  1.230  -4.401  0.067
C  0.971  -3.144  0.350
O  1.794  -2.257  0.296
C  -0.456  -2.901  0.809
O  -0.887  -1.584  0.498
C  -1.625  -1.512  -0.744
C  -0.717  -1.977  -1.901
O  -1.079  -2.877  -2.633
O  0.439  -1.395  -1.918
H  2.140  -4.496  -0.247
H  -0.470  -3.000  1.895
H  -1.112  -3.652  0.365
H  -1.885  -0.461  -0.872
H  -2.521  -2.130  -0.698
O  -1.749  2.422  -0.912
C  -0.735  2.667  -0.309
C  -0.295  4.037  0.214
C  0.968  3.762  1.040
C  1.237  2.304  0.766
O  2.192  1.608  1.117
N  0.240  1.754  0.037
H  -1.108  4.486  0.781
H  -0.101  4.677  -0.646
H  0.811  3.900  2.109
H  1.827  4.364  0.750

Results
Lowest unoccupied orbital energy (alpha / beta): 0.008 / -0.068 Ha
Multiplicity: 3
Gap between HOMO and LUMO (alpha / beta): 9.18 / 7.72 eV
Calculated total energy: -27509.744 eV
Strongest force on any atom: 0.5 eV/A

These are the Mulliken partial charges, in e, on atoms 1 to 2:
1. Pt 1.02
2. O -0.44

Here is a cluster of 13 separate species, C44H114BN10O20 in total at a distorted geometry from the OMol25 dataset. Energies are from ωB97M-V/def2-TZVPD.

Geometry (Å):
O  4.000  -1.031  0.993
C  2.912  -0.424  0.892
O  2.226  -0.025  -0.126
B  1.099  0.811  0.281
O  1.057  0.573  1.771
C  2.108  -0.106  2.203
O  2.527  -0.398  3.333
O  -0.130  0.435  -0.418
C  -0.806  1.410  -0.897
O  -1.943  1.444  -1.429
C  0.116  2.644  -0.650
O  1.208  2.276  -0.027
O  -0.192  3.764  -1.016
C  -4.269  -3.262  -3.857
C  -3.252  -3.014  -5.017
C  -2.324  -1.896  -4.785
O  -3.101  -0.692  -4.557
C  -2.362  0.465  -4.168
N  -2.708  -4.322  -5.258
H  -3.660  -3.490  -2.983
H  -5.023  -4.038  -3.985
H  -4.781  -2.400  -3.430
H  -3.661  -2.759  -5.995
H  -1.727  -1.801  -5.692
H  -1.585  -2.161  -4.028
H  -1.695  0.261  -3.331
H  -2.993  1.316  -3.911
H  -1.667  0.619  -4.994
H  -1.982  -4.558  -4.596
H  -3.433  -5.007  -5.097
C  3.771  4.270  -0.626
C  3.491  5.793  -0.707
C  4.487  6.479  -1.626
O  5.838  6.411  -1.181
C  6.741  6.637  -2.262
N  2.181  6.040  -1.139
H  3.663  3.857  -1.628
H  3.041  3.856  0.070
H  4.748  4.033  -0.203
H  3.642  6.167  0.306
H  4.192  7.507  -1.837
H  4.408  5.985  -2.594
H  6.462  6.124  -3.183
H  7.619  6.043  -2.007
H  6.877  7.707  -2.419
H  1.634  5.298  -0.724
H  1.917  6.925  -0.730
C  4.127  -9.093  0.727
C  4.503  -7.598  0.371
C  3.424  -6.591  0.738
O  3.519  -5.389  0.056
C  2.679  -4.361  0.679
N  5.865  -7.244  0.857
H  4.083  -9.190  1.812
H  4.900  -9.783  0.386
H  3.194  -9.392  0.250
H  4.436  -7.604  -0.717
H  3.457  -6.388  1.809
H  2.389  -6.865  0.533
H  2.771  -4.211  1.755
H  1.622  -4.548  0.493
H  2.852  -3.380  0.238
H  5.994  -7.197  1.858
H  6.200  -6.373  0.471
C  0.828  -1.980  7.249
C  2.011  -2.892  7.023
C  1.953  -3.459  5.599
O  0.800  -4.280  5.406
C  0.614  -4.754  4.092
N  3.129  -1.961  7.263
H  0.793  -1.432  8.191
H  -0.140  -2.443  7.056
H  0.923  -1.164  6.532
H  2.115  -3.722  7.721
H  2.921  -3.907  5.372
H  1.944  -2.681  4.835
H  1.458  -5.301  3.671
H  0.566  -3.896  3.422
H  -0.259  -5.397  3.978
H  3.988  -2.491  7.213
H  3.014  -1.653  8.218
C  -1.535  -0.975  3.859
C  -2.089  -1.174  2.423
C  -3.484  -1.847  2.208
O  -3.660  -3.056  2.928
C  -4.988  -3.599  2.774
N  -2.036  0.159  1.888
H  -1.565  -1.972  4.299
H  -2.121  -0.387  4.564
H  -0.478  -0.707  3.838
H  -1.309  -1.749  1.923
H  -3.546  -2.054  1.140
H  -4.263  -1.113  2.412
H  -5.381  -3.773  1.772
H  -5.721  -2.908  3.190
H  -5.158  -4.506  3.354
H  -2.199  0.207  0.893
H  -1.108  0.512  2.073
C  0.659  4.834  2.579
C  -0.160  3.691  3.082
C  0.716  2.877  4.131
O  0.909  3.660  5.327
C  1.868  3.073  6.197
N  -1.360  4.237  3.732
H  -0.052  5.434  2.011
H  1.382  4.461  1.855
H  1.211  5.400  3.329
H  -0.444  3.044  2.252
H  1.629  2.511  3.662
H  0.184  1.972  4.423
H  2.898  3.115  5.843
H  1.595  2.026  6.333
H  1.861  3.610  7.145
H  -1.014  4.363  4.672
H  -2.111  3.566  3.655
C  -9.019  -0.967  -0.826
C  -7.530  -1.099  -1.182
C  -6.675  -1.425  0.064
O  -5.330  -1.483  -0.149
C  -4.682  -0.322  -0.644
N  -7.293  -2.071  -2.227
H  -9.627  -0.484  -1.591
H  -9.078  -0.340  0.063
H  -9.444  -1.936  -0.563
H  -7.191  -0.124  -1.532
H  -7.026  -2.394  0.418
H  -6.849  -0.716  0.873
H  -4.557  0.532  0.022
H  -5.074  0.018  -1.602
H  -3.645  -0.605  -0.827
H  -7.615  -2.957  -1.864
H  -6.296  -2.202  -2.315
C  2.656  -3.544  -4.632
C  2.989  -3.576  -3.151
C  2.947  -2.178  -2.526
O  4.033  -1.374  -3.104
C  4.271  -0.098  -2.487
N  2.091  -4.491  -2.425
H  1.677  -3.153  -4.910
H  2.826  -4.510  -5.107
H  3.348  -2.893  -5.166
H  3.979  -3.969  -2.921
H  3.053  -2.189  -1.442
H  2.040  -1.645  -2.809
H  5.092  0.473  -2.920
H  4.602  -0.227  -1.457
H  3.412  0.544  -2.685
H  2.256  -4.441  -1.430
H  2.493  -5.387  -2.661
C  1.176  2.378  -4.441
C  2.038  3.506  -3.903
C  3.016  3.990  -4.983
O  4.095  3.074  -5.179
C  5.228  3.197  -4.357
N  1.076  4.550  -3.595
H  0.495  2.007  -3.675
H  1.717  1.505  -4.808
H  0.533  2.695  -5.262
H  2.614  3.135  -3.054
H  3.443  4.984  -4.847
H  2.553  4.141  -5.958
H  4.985  2.946  -3.324
H  5.687  4.183  -4.433
H  5.971  2.539  -4.807
H  0.473  4.154  -2.888
H  1.615  5.231  -3.081
C  -4.729  5.076  -1.536
C  -5.376  3.976  -0.688
C  -6.144  3.030  -1.645
O  -7.385  3.693  -1.859
C  -8.190  3.040  -2.872
N  -4.242  3.302  -0.036
H  -4.235  5.826  -0.917
H  -5.446  5.635  -2.137
H  -3.833  4.861  -2.117
H  -6.090  4.294  0.071
H  -6.205  2.048  -1.176
H  -5.587  2.862  -2.566
H  -8.594  2.093  -2.514
H  -7.719  2.693  -3.792
H  -8.972  3.737  -3.173
H  -3.760  4.058  0.429
H  -3.567  3.160  -0.774
O  3.790  0.190  5.767
H  3.622  -0.640  6.213
H  3.121  0.235  5.084
O  5.476  0.836  3.659
H  5.185  0.354  2.885
H  4.862  0.578  4.347

Results
Lowest unoccupied orbital energy (alpha / beta): -0.024 / -0.220 Ha
Multiplicity: 2
Gap between HOMO and LUMO (alpha / beta): 8.18 / 2.83 eV
Calculated total energy: -103997.800 eV
Strongest force on any atom: 5.2 eV/A

These are the Mulliken partial charges, in e, on atoms 1 to 2:
1. O -0.70
2. C 0.30

Here is a cluster of 11 separate species, C54H71F7O16P4 in total at a distorted geometry from the OMol25 dataset. Energies are from ωB97M-V/def2-TZVPD.

Geometry (Å):
C  14.982  25.569  16.568
O  14.007  24.543  16.545
P  14.228  23.094  15.745
O  14.806  21.952  16.499
O  12.764  22.795  15.130
C  12.574  21.522  14.438
O  15.073  23.566  14.421
C  16.340  23.081  14.184
H  14.589  26.360  15.929
H  15.939  25.244  16.161
H  15.115  25.861  17.610
H  13.518  21.053  14.159
H  11.938  21.630  13.559
H  11.932  20.832  14.985
H  16.435  22.834  13.126
H  16.682  22.170  14.676
H  17.018  23.873  14.502
C  14.845  20.331  19.343
O  13.961  19.487  20.027
P  14.395  18.547  21.340
O  15.870  18.395  21.587
O  13.626  17.131  21.032
C  14.113  16.331  19.963
O  13.602  19.165  22.654
C  12.221  19.478  22.538
H  14.438  21.340  19.283
H  15.159  20.046  18.338
H  15.771  20.346  19.917
H  14.391  15.332  20.298
H  14.889  16.718  19.304
H  13.269  16.265  19.276
H  11.601  18.926  23.245
H  11.831  19.314  21.534
H  12.050  20.526  22.784
C  15.257  16.073  10.378
O  16.408  16.136  11.178
P  17.544  14.966  11.271
O  18.890  15.499  11.635
O  17.531  14.209  9.804
C  18.175  14.859  8.664
O  16.899  13.878  12.285
C  15.824  13.039  11.914
H  15.299  15.249  9.665
H  15.108  16.953  9.753
H  14.318  15.945  10.917
H  19.054  14.249  8.456
H  18.462  15.889  8.875
H  17.596  14.977  7.748
H  14.894  13.215  12.454
H  16.031  11.980  12.065
H  15.618  13.051  10.844
C  8.622  12.980  17.397
O  9.792  13.526  16.796
P  11.254  12.972  17.239
O  12.445  13.300  16.385
O  11.369  13.274  18.855
C  12.282  12.594  19.723
O  10.925  11.378  17.276
C  11.873  10.287  17.114
H  8.053  12.171  16.939
H  7.824  13.721  17.413
H  8.679  12.759  18.462
H  12.753  11.726  19.262
H  11.762  12.293  20.633
H  13.078  13.281  20.010
H  12.855  10.732  16.951
H  11.541  9.703  16.256
H  11.958  9.677  18.012
F  15.452  11.044  19.904
C  15.572  11.000  18.576
C  15.911  9.797  17.930
C  15.915  9.689  16.543
C  15.606  10.803  15.814
C  15.390  12.091  16.398
C  15.283  12.143  17.816
H  16.225  8.922  18.480
H  16.208  8.787  16.027
H  15.774  10.723  14.750
H  15.291  12.904  15.694
H  15.048  13.110  18.235
F  12.868  21.857  9.566
C  13.811  21.049  10.092
C  13.481  20.172  11.102
C  14.521  19.433  11.659
C  15.800  19.415  11.101
C  16.130  20.285  10.049
C  15.122  21.080  9.569
H  12.480  20.223  11.503
H  14.260  18.848  12.529
H  16.571  18.755  11.471
H  17.083  20.295  9.542
H  15.377  21.638  8.680
F  18.041  20.086  13.209
C  19.093  19.390  13.666
C  19.568  18.407  12.852
C  20.710  17.670  13.244
C  21.248  17.911  14.556
C  20.752  19.016  15.349
C  19.684  19.733  14.858
H  19.158  18.270  11.863
H  21.055  16.936  12.531
H  22.107  17.305  14.805
H  20.996  19.140  16.394
H  19.382  20.591  15.440
F  17.320  13.726  19.774
C  17.638  14.735  18.940
C  17.549  16.004  19.520
C  17.776  17.118  18.715
C  18.111  16.924  17.392
C  18.212  15.668  16.844
C  18.050  14.543  17.628
H  17.378  16.070  20.585
H  17.682  18.115  19.120
H  18.291  17.789  16.770
H  18.339  15.502  15.784
H  18.168  13.549  17.223
F  11.851  18.910  13.564
C  10.948  17.975  13.305
C  10.025  18.105  12.212
C  8.944  17.248  12.055
C  8.895  16.205  12.907
C  9.764  16.025  14.017
C  10.775  16.946  14.218
H  10.138  18.933  11.528
H  8.313  17.235  11.179
H  8.141  15.438  12.814
H  9.481  15.242  14.706
H  11.380  16.925  15.113
F  13.208  17.008  17.044
C  14.183  17.217  16.130
C  14.885  16.088  15.677
C  15.877  16.258  14.705
C  16.283  17.564  14.363
C  15.503  18.650  14.752
C  14.422  18.434  15.653
H  14.604  15.080  15.943
H  16.567  15.523  14.319
H  17.101  17.662  13.665
H  15.716  19.659  14.433
H  13.899  19.305  16.021
F  10.131  20.829  20.627
C  9.868  20.400  19.390
C  8.692  20.745  18.782
C  8.375  20.191  17.507
C  9.324  19.361  16.903
C  10.555  19.103  17.489
C  10.813  19.596  18.748
H  7.858  21.250  19.246
H  7.369  20.269  17.121
H  9.037  18.907  15.966
H  11.212  18.400  16.999
H  11.701  19.318  19.296

Results
Lowest unoccupied orbital energy: 0.014 Ha
Gap between HOMO and LUMO: 9.09 eV
Calculated total energy: -146093.174 eV
Structure (SMILES): COP(=O)(OC)OC.COP(=O)(OC)OC.COP(=O)(OC)OC.COP(=O)(OC)OC.Fc1ccccc1.Fc1ccccc1.Fc1ccccc1.Fc1ccccc1.Fc1ccccc1.Fc1ccccc1.Fc1ccccc1
Strongest force on any atom: 3.5 eV/A

These are the Mulliken partial charges, in e, on atoms 1 to 2:
1. C -0.56
2. O -0.37